# 1
Below is C47H55N3O2P2Pt as an isolated structure, with properties calculated with the ωB97M-V functional and the def2-TZVPD basis.

Geometry (Å):
Pt -0.14456 -0.16488 -0.21915
C -6.90770 1.52820 0.37643
C -6.43079 0.07249 0.36307
C -7.13456 -0.66072 -0.78613
C -6.81776 -0.59582 1.69103
C -4.91603 -0.00668 0.20830
C -4.05918 0.99141 0.65973
C -2.69567 0.86806 0.49163
N -2.10448 -0.18949 -0.10768
C -2.91864 -1.19004 -0.51423
C -4.29871 -1.10963 -0.36148
C -1.74732 -3.31467 -0.34081
C -2.22800 -4.62584 -0.35438
C -1.61963 -5.60353 0.42126
C -0.55645 -5.19616 1.22203
C -0.15787 -3.86902 1.18255
N -0.71658 -2.95096 0.40485
C -2.08523 -7.05583 0.33780
C -1.56063 -7.64496 -0.97949
C -1.55448 -7.89580 1.50061
C -3.61778 -7.13334 0.35031
H -7.99884 1.55831 0.37257
H -6.54916 2.07264 -0.49944
H -6.57148 2.05836 1.26832
H -8.20212 -0.43407 -0.76948
H -7.03052 -1.74352 -0.70160
H -6.73627 -0.35690 -1.75626
H -7.90527 -0.64405 1.79128
H -6.41982 -0.03604 2.53952
H -6.42330 -1.61216 1.74266
H -4.43011 1.88603 1.14072
H -2.00937 1.64460 0.79846
H -4.87197 -1.96054 -0.70277
H -3.08536 -4.85583 -0.97046
H -0.04652 -5.88226 1.88328
H 0.67572 -3.52655 1.78914
H -0.46908 -7.63501 -1.00209
H -1.92068 -7.06966 -1.83481
H -1.89848 -8.67803 -1.09445
H -0.46473 -7.94464 1.50474
H -1.92704 -8.91784 1.40986
H -1.88383 -7.49983 2.46359
H -4.05777 -6.70415 -0.55035
H -4.03024 -6.60739 1.21341
H -3.93454 -8.17719 0.40244
O 1.91229 -0.07798 -0.27981
P 2.82350 1.05650 -0.61728
C 2.94251 2.31040 0.69249
P 1.54383 3.50295 0.67550
O 0.37114 3.05395 -0.10868
C 2.27375 5.01740 0.00472
C 3.27043 5.73714 0.65861
C 3.74380 6.92088 0.11420
C 3.21585 7.39044 -1.08263
C 2.22158 6.67730 -1.73507
C 1.74454 5.49176 -1.19035
C 1.18780 3.86481 2.40867
C -0.05866 4.43022 2.67162
C -0.42443 4.73499 3.97310
C 0.45180 4.47908 5.01924
C 1.69732 3.92620 4.76339
C 2.06503 3.62017 3.45962
C 4.48009 0.35512 -0.79598
C 5.65917 0.98513 -0.41076
C 6.88342 0.35692 -0.59833
C 6.93416 -0.90336 -1.17356
C 5.76162 -1.53770 -1.56089
C 4.53862 -0.91382 -1.37235
C 2.49418 1.93618 -2.15241
C 3.44090 2.82696 -2.65432
C 3.19524 3.50390 -3.83880
C 2.00850 3.28026 -4.52524
C 1.06908 2.38812 -4.02652
C 1.30508 1.71155 -2.83732
H 3.87276 2.87264 0.59884
H 2.95833 1.73596 1.62129
H 3.67605 5.38193 1.60064
H 4.51640 7.48115 0.62492
H 3.57956 8.31965 -1.50300
H 1.81384 7.04225 -2.66908
H 0.96919 4.91604 -1.68258
H -0.74268 4.61327 1.85154
H -1.39619 5.16781 4.17229
H 0.16015 4.70596 6.03675
H 2.38143 3.72579 5.57769
H 3.04169 3.18919 3.27572
H 5.64336 1.96972 0.03920
H 7.79502 0.85224 -0.29013
H 7.88844 -1.39385 -1.31728
H 5.79848 -2.52358 -2.00571
H 3.61926 -1.41112 -1.65593
H 4.37433 3.00055 -2.12842
H 3.92785 4.20094 -4.22499
H 1.81658 3.80588 -5.45279
H 0.14060 2.22148 -4.55822
H 0.56205 1.04915 -2.39243
C -0.88236 -2.98920 -2.97680
C -2.23005 -2.35563 -2.62922
C -3.37520 -3.13000 -3.28862
C -2.22891 -0.92210 -3.16306
N -2.39387 -2.33972 -1.14317
H -0.71056 -2.91207 -4.05240
H -0.84455 -4.04613 -2.70560
H -0.08822 -2.45935 -2.44497
H -3.28643 -3.08947 -4.37737
H -4.33910 -2.69707 -3.01138
H -3.36809 -4.18052 -2.99298
H -2.03087 -0.94659 -4.23654
H -1.45589 -0.33571 -2.66105
H -3.19297 -0.43136 -3.00920

Calculated values
energy relative to the best compared isomer or geometry (same formula, charge and spin): 0.000 eV
lowest unoccupied orbital energy: 0.54 eV
energy: -2940.803794 a.u.

# 2
Below is a 2-piece molecular cluster, C4H7IN overall, with properties calculated with the ωB97M-V functional and the def2-TZVPD basis.

Geometry (Å):
C -2.15551 -0.29554 -0.09407
C -4.49414 -1.28158 -0.72807
C -0.86858 -0.17156 -0.44534
C 0.18752 0.72908 0.18194
N 1.47134 -0.12725 0.23503
I -5.68964 0.14670 0.14071
H -2.82764 0.16319 0.68307
H -0.50171 -0.66697 -1.28012
H -0.06126 1.02609 1.29286
H 0.44265 1.51561 -0.59282
H 2.44731 0.26599 0.48472
H 1.73682 -0.28802 -0.72451
H 1.32484 -0.93282 0.76436

Calculated values
energy relative to the best compared isomer or geometry (same formula, charge and spin): 8.608 eV
lowest unoccupied orbital energy (spin up / spin down): -4.68 / -4.68 eV
total charge: +1
energy: -508.487456 a.u.

# 3
Below is one molecule with the formula C5H10NO4P, with properties calculated with the ωB97M-V functional and the def2-TZVPD basis.

Geometry (Å):
O 2.45811 -1.34906 1.80872
C 1.96618 -0.54552 0.85740
N 2.46057 0.87577 0.51627
C 1.22741 1.54018 -0.07107
C 0.66022 0.42163 -1.12428
C 0.71146 -0.90226 -0.16706
C -0.65516 -1.56382 0.43848
P -2.19821 -0.44411 0.41598
O -3.35315 -1.26681 1.18642
O -2.86103 -0.18763 -1.21127
O -2.02919 1.05354 1.31844
H 3.11687 0.92505 -0.31593
H 1.27256 2.66797 -0.38061
H 0.49296 1.52982 0.85258
H 1.52951 0.36644 -1.93956
H -0.26824 0.64677 -1.79689
H 1.12458 -1.76845 -0.87495
H -0.85066 -2.57496 -0.15416
H -0.43264 -1.88388 1.56616
H -2.44076 0.61616 -1.63444
H -1.93140 1.84318 0.70976

Calculated values
energy relative to the best compared isomer or geometry (same formula, charge and spin): 1.921 eV
lowest unoccupied orbital energy: -0.35 eV
structure (SMILES): O=C1NCC[C@@H]1CP(=O)(O)O
energy: -893.504198 a.u.

# 4
Below is one molecule with the formula C2H2F2S, with properties calculated with the ωB97M-V functional and the def2-TZVPD basis.

Geometry (Å):
C -0.67092 1.07757 -0.28327
C 0.51954 -0.88788 0.13128
F -0.47214 1.47830 0.97560
F 1.39459 -0.95423 1.14952
S 0.77901 0.34353 -1.03367
H -1.65534 0.79980 -0.75579
H 0.10527 -1.85709 -0.18367

Calculated values
energy relative to the best compared isomer or geometry (same formula, charge and spin): 3.279 eV
lowest unoccupied orbital energy (spin up / spin down): -0.23 / -0.13 eV
energy: -675.177308 a.u.

# 5
Below is C5H5N as an isolated structure, with properties calculated with the ωB97M-V functional and the def2-TZVPD basis.

Geometry (Å):
C -0.21585 0.43235 0.94709
C 1.08507 -0.46224 0.62170
C -0.30234 1.01114 -0.46717
C 0.47055 -0.26013 -0.76816
C -1.03265 -0.22973 -0.35453
N -1.32673 0.11916 1.50525
H 2.00151 0.06517 0.82747
H 1.01129 -1.40910 1.17628
H -0.57684 1.98271 -1.00817
H 0.81835 -0.52657 -1.79905
H -1.93237 -0.72275 -0.68071

Calculated values
energy relative to the best compared isomer or geometry (same formula, charge and spin): 6.939 eV
lowest unoccupied orbital energy: 0.94 eV
energy: -248.020030 a.u.

# 6
Below is a 2-piece molecular cluster, C4H8NO3 overall, with properties calculated with the ωB97M-V functional and the def2-TZVPD basis.

Geometry (Å):
C 1.82362 -0.00484 -2.17516
C 0.28733 -0.04108 -2.14144
O -0.23203 0.61968 -1.19334
O -0.29366 -0.67398 -3.03309
H 2.25039 -0.72846 -2.86561
H 2.20079 -0.23543 -1.16790
H 2.18370 1.01493 -2.34381
C -0.79418 -1.09547 1.33792
C -0.44095 0.06928 2.23543
O -0.94558 0.32180 3.31808
N 0.50377 0.88129 1.66587
H 0.70134 1.69912 2.21755
H 0.48074 0.92673 0.64847
H -0.05073 -1.87068 1.38929
H -0.82434 -0.62634 0.34896
H -1.80579 -1.40655 1.58916

Calculated values
energy relative to the best compared isomer or geometry (same formula, charge and spin): 0.285 eV
lowest unoccupied orbital energy: 3.92 eV
total charge: -1
energy: -437.794995 a.u.

# 7
Below is an isolated ion of composition C3H6NO2 and charge -1, with properties calculated with the ωB97M-V functional and the def2-TZVPD basis.

Geometry (Å):
O 0.73940 -0.47282 2.14691
C 0.95518 -0.62409 0.92159
O 1.56355 -1.54129 0.32771
C 0.17201 0.36459 -0.01215
C -1.34000 0.20210 0.19077
N 0.51070 0.20435 -1.44547
H 0.43405 1.38958 0.26809
H -1.86699 1.17311 0.20151
H -1.75839 -0.41374 -0.60650
H -1.60218 -0.26717 1.13113
H 1.35441 0.73875 -1.61679
H 0.83827 -0.75336 -1.50682

Calculated values
energy relative to the best compared isomer or geometry (same formula, charge and spin): 0.210 eV
lowest unoccupied orbital energy: 4.54 eV
total charge: -1
structure (SMILES): C[C@H](N)C(=O)[O-]
energy: -323.210543 a.u.

# 8
Below is C41H67N2O3P3Pt as an isolated structure, with properties calculated with the ωB97M-V functional and the def2-TZVPD basis.

Geometry (Å):
Pt -0.64098 0.18702 0.15571
C 1.26796 -4.19365 2.82835
C 2.18927 -3.91867 1.64223
C 3.64630 -4.16486 2.03666
C 2.00707 -2.53385 1.05140
C 1.37654 -2.36268 -0.16847
C 1.39706 -1.15345 -0.88418
C 1.11491 -1.32443 -2.37391
C 0.28309 -0.26156 -3.05438
C 2.41628 -1.57637 -3.14511
C 1.96844 -0.00911 -0.26043
C 2.64018 -0.18047 0.99715
C 2.61610 -1.41405 1.62029
C 3.61152 0.85721 1.54679
C 3.46325 1.15684 3.03769
C 5.04908 0.36904 1.29979
C 2.32267 1.21787 -1.06170
C 3.59243 1.21632 -1.64093
C 4.08040 2.30396 -2.33995
C 3.29834 3.44172 -2.47022
C 2.03424 3.45716 -1.91416
C 1.52312 2.35765 -1.21230
P -0.17441 2.48027 -0.56487
C -1.25284 3.26465 -1.94027
C -1.22262 4.80374 -1.93355
C -0.85899 2.79478 -3.34742
C -2.71112 2.87052 -1.72276
C -0.08276 3.65660 0.88651
C 0.81469 2.97167 1.91353
C 0.58863 5.01474 0.62991
C -1.50042 3.86355 1.43023
H 1.45763 -5.18747 3.23129
H 0.21741 -4.17169 2.54139
H 1.43660 -3.47104 3.63127
H 1.93169 -4.63230 0.85256
H 3.90699 -3.63200 2.95216
H 4.33917 -3.85520 1.25456
H 3.80472 -5.22500 2.22668
H 0.98952 -3.23715 -0.67366
H 0.55414 -2.25868 -2.42713
H 0.84251 0.65824 -3.20707
H -0.62967 -0.02498 -2.49312
H -0.03551 -0.61122 -4.03866
H 2.99279 -0.66274 -3.27050
H 2.18294 -1.95190 -4.14104
H 3.04097 -2.31767 -2.64716
H 3.18884 -1.53780 2.53036
H 3.47851 1.78977 0.99602
H 3.53427 0.25111 3.64141
H 2.53162 1.65892 3.28292
H 4.27654 1.80967 3.35453
H 5.32079 -0.39420 2.03029
H 5.74953 1.19590 1.41010
H 5.18742 -0.06490 0.31281
H 4.20873 0.33561 -1.53732
H 5.06796 2.26611 -2.77753
H 3.66431 4.30606 -3.00480
H 1.43064 4.34196 -2.03665
H -0.25702 5.23239 -2.18634
H -1.56814 5.23528 -1.00075
H -1.92109 5.12509 -2.70795
H 0.20731 2.83318 -3.55428
H -1.35277 3.46306 -4.05432
H -1.21894 1.79034 -3.55089
H -3.10627 3.22744 -0.77305
H -2.84690 1.79761 -1.78691
H -3.29600 3.32746 -2.52365
H 1.84954 2.98103 1.57926
H 0.54311 1.93643 2.09707
H 0.76226 3.52218 2.85514
H 1.59978 4.90062 0.24243
H 0.67779 5.51053 1.59890
H 0.03303 5.68155 -0.01712
H -2.09325 2.94868 1.41999
H -2.04813 4.61356 0.86389
H -1.44011 4.22617 2.45846
C -1.56774 -1.84849 2.74709
P -0.98362 -0.15262 2.50683
C -2.24229 0.91018 3.25781
C 0.31995 -0.08185 3.76320
H -2.09325 -1.90864 3.70226
H -0.70127 -2.50656 2.78085
H -2.22485 -2.18423 1.95525
H -2.46558 0.52646 4.25551
H -3.14757 0.95182 2.65771
H -1.85081 1.91957 3.35781
H -0.11077 -0.50098 4.67541
H 0.62775 0.93844 3.96646
H 1.18434 -0.67113 3.47070
C -5.10085 1.14550 -0.06015
O -3.75293 0.83625 0.34788
P -2.95373 -0.40310 -0.29231
O -3.23615 -0.37030 -1.84776
C -4.28511 -1.08758 -2.53953
O -3.81942 -1.66257 0.16854
C -4.61327 -1.77969 1.36639
H -5.74206 0.26620 -0.01398
H -5.09093 1.54480 -1.07416
H -5.47417 1.90178 0.62450
H -4.02912 -1.04898 -3.59401
H -5.23821 -0.58954 -2.37341
H -4.33100 -2.11532 -2.19046
H -4.37770 -1.00154 2.08804
H -4.41622 -2.76114 1.79117
H -5.66277 -1.70825 1.08714
N -0.73767 -6.98975 0.78915
C -0.97617 -6.23404 -0.04000
C -1.26489 -5.22475 -1.02323
C -1.24991 -5.48547 -2.38842
C -1.49188 -4.42966 -3.24923
C -1.72180 -3.17033 -2.71309
N -1.73897 -2.91142 -1.40486
C -1.52845 -3.93191 -0.58496
H -1.05349 -6.48215 -2.75780
H -1.49189 -4.57347 -4.31967
H -1.88495 -2.32027 -3.36449
H -1.53324 -3.72738 0.47656

Calculated values
lowest unoccupied orbital energy (spin up / spin down): -4.50 / -7.40 eV
total charge: +2
energy: -3080.673963 a.u.
2S+1: 3

Q: Which value of energy does entry 8 give?
A: -3080.673963 a.u.

Q: Which value of energy does entry 8 give?
A: -3080.673963 a.u.

Q: Which of these has the highest energy?
A: C5H5N